2 unconnected molecules or ions with the total composition C3H9N2S at a distorted geometry, computed with ωB97M-V/def2-TZVPD.

Summary:
Lowest unoccupied orbital energy ... -0.1561 Eh
Max |F| ... 3.21 eV/Å
Total charge ... +1
Gap between HOMO and LUMO ... 0.281 Ha
Relative energy (zero: lowest compared OMol25 entry of this formula, charge and spin) ... 60.2 kcal/mol

Bonds (Å) are listed after each position.
Cartesian coordinates (Å):
1 C 1.22019 1.22409 1.24884  C2 1.486, N4 1.303, H7 1.081
2 C 2.40921 2.10164 1.09467  C1 1.486, H8 1.124, H9 1.209, H10 1.086
3 C -2.01940 -1.43770 -1.59949  N5 1.323, H11 1.143, H12 1.012
4 N 0.78336 0.38589 0.35164  C1 1.303, S6 1.644, H15 0.980
5 N -2.62472 -2.53660 -1.18079  C3 1.323, H13 1.019, H14 1.026
6 S -0.53331 -0.58485 0.51593  N4 1.644
7 H 0.80175 1.25600 2.24496  C1 1.081
8 H 3.04090 1.97026 0.17385  C2 1.124
9 H 3.03289 1.93997 2.11809  C2 1.209
10 H 2.20490 3.16632 1.15321  C2 1.086
11 H -1.19730 -1.26617 -2.37524  C3 1.143
12 H -2.60828 -0.65529 -1.34399  C3 1.012
13 H -3.35833 -2.39101 -0.48901  N5 1.019
14 H -2.40486 -3.51285 -1.40532  N5 1.026
15 H 1.25301 0.34030 -0.50734  N4 0.980

A gas-phase ion, C3H9N2S (charge +1) at a distorted geometry, computed with ωB97M-V/def2-TZVPD.

Summary:
Lowest unoccupied orbital energy ... -0.1306 Eh
Max |F| ... 4.44 eV/Å
Total charge ... +1
Gap between HOMO and LUMO ... 0.357 Ha
Relative energy (zero: lowest compared OMol25 entry of this formula, charge and spin) ... 37.7 kcal/mol

Bonds (Å) are listed after each position.
Cartesian coordinates (Å):
1 N -0.39209 2.06500 -0.41854  C2 1.410, H7 1.075, H8 0.998
2 C -0.45311 1.04087 0.54798  N1 1.410, C3 1.664, S6 1.930, H9 1.186
3 C 0.98195 0.19887 0.55123  C2 1.664, N4 1.557, H10 1.044, H11 1.108
4 N 0.56411 -1.25001 0.16352  C3 1.557, C5 1.409, H12 0.999, H13 1.029
5 C -0.49772 -1.29018 -0.76170  N4 1.409, S6 1.815, H14 1.043, H15 1.145
6 S -1.76585 -0.28951 0.06543  C2 1.930, C5 1.815
7 H -1.32401 2.60077 -0.39500  N1 1.075
8 H -0.20845 1.69344 -1.32643  N1 0.998
9 H -0.54074 1.34416 1.69081  C2 1.186
10 H 1.74654 0.55785 -0.06270  C3 1.044
11 H 1.29946 0.08957 1.60666  C3 1.108
12 H 1.39725 -1.77497 -0.00472  N4 0.999
13 H 0.23273 -1.68534 1.03557  N4 1.029
14 H -0.11794 -0.97681 -1.68116  C5 1.043
15 H -0.92212 -2.32371 -1.01095  C5 1.145

2 unconnected molecules or ions with the total composition C3H9N2S at a distorted geometry, computed with ωB97M-V/def2-TZVPD.

Summary:
Lowest unoccupied orbital energy ... -0.1883 Eh
Max |F| ... 5.23 eV/Å
Total charge ... +1
Gap between HOMO and LUMO ... 0.270 Ha
Relative energy (zero: lowest compared OMol25 entry of this formula, charge and spin) ... 81.2 kcal/mol

Bonds (Å) are listed after each position.
Cartesian coordinates (Å):
1 C -0.06088 -0.76493 0.92260  N4 1.333, S6 1.808
2 C -0.28495 -1.97483 -1.54046  S6 1.796, H8 1.019, H9 1.078, H10 1.176
3 C 0.45490 1.59208 -0.60091  N5 1.305, H7 1.046, H11 1.034
4 N -0.13526 -0.74542 2.25343  C1 1.333, H12 0.985, H14 1.022
5 N 0.35331 2.72394 0.04102  C3 1.305, H13 0.955, H15 1.091
6 S -0.22060 -2.41445 0.20008  C1 1.808, C2 1.796
7 H 0.26679 0.71143 -0.06842  C3 1.046
8 H 0.43616 -2.57546 -1.93663  C2 1.019
9 H -0.08411 -0.94066 -1.76992  C2 1.078
10 H -1.35456 -2.29021 -1.91246  C2 1.176
11 H 0.69175 1.67587 -1.60352  C3 1.034
12 H -0.31741 0.10877 2.70962  N4 0.985
13 H 0.24624 2.78406 0.98848  N5 0.955
14 H -0.40685 -1.58391 2.77126  N4 1.022
15 H 0.41547 3.69373 -0.45418  N5 1.091

2 unconnected molecules or ions with the total composition C3H9N2S at a distorted geometry, computed with ωB97M-V/def2-TZVPD.

Summary:
Lowest unoccupied orbital energy (spin up / spin down) ... -0.2616 / -0.2660 Eh
Max |F| ... 4.00 eV/Å
Total charge ... +1
Gap between HOMO and LUMO (spin up / spin down) ... 0.257 / 0.243 Ha
Relative energy (zero: lowest compared OMol25 entry of this formula, charge and spin) ... 72.9 kcal/mol

Bonds (Å) are listed after each position.
Cartesian coordinates (Å):
1 C 1.27307 0.13999 -0.15543  C3 1.380, N4 1.344, S6 1.697
2 C -0.73558 0.93151 -1.50575  C3 1.440, H7 1.037, H8 1.172, H9 1.081
3 C 0.08820 0.82540 -0.32891  C1 1.380, C2 1.440, H10 1.002
4 N 2.03629 0.15717 0.95113  C1 1.344, H11 0.980, H12 1.045
5 N -1.39067 -1.14349 1.10384  H13 0.993, H14 1.020, H15 1.027
6 S 1.70555 -0.84841 -1.46476  C1 1.697
7 H -0.41511 1.71338 -2.10729  C2 1.037
8 H -1.88286 0.93554 -1.26803  C2 1.172
9 H -0.41018 0.08736 -2.09721  C2 1.081
10 H -0.18074 1.50380 0.35703  C3 1.002
11 H 1.85765 0.66818 1.76788  N4 0.980
12 H 2.70467 -0.62761 1.12420  N4 1.045
13 H -1.35613 -1.18180 2.09559  N5 0.993
14 H -0.90571 -1.91416 0.64392  N5 1.020
15 H -2.38845 -1.24687 0.88379  N5 1.027

2 unconnected molecules or ions with the total composition C3H9N3 at a distorted geometry, computed with ωB97M-V/def2-TZVPD.

Summary:
Lowest unoccupied orbital energy ... 0.0327 Eh
Max |F| ... 5.15 eV/Å
Gap between HOMO and LUMO ... 0.357 Ha
Relative energy (zero: lowest compared OMol25 entry of this formula, charge and spin) ... 63.4 kcal/mol

Bonds (Å) are listed after each position.
Cartesian coordinates (Å):
1 H -1.34081 -1.98704 -0.34564  N2 1.017
2 N -0.87059 -1.66869 0.49786  H1 1.017, C3 1.265
3 C -0.60067 -0.43365 0.53359  N2 1.265, C4 1.496, N5 1.508
4 C -0.21554 0.25960 1.80224  C3 1.496, H6 1.089, H7 1.091, H8 1.087
5 N -0.92149 0.48178 -0.62094  C3 1.508, H9 1.016, H10 1.013
6 H 0.52089 1.04093 1.62012  C4 1.089
7 H -1.08911 0.72478 2.26177  C4 1.091
8 H 0.24459 -0.46212 2.47192  C4 1.087
9 H -1.70200 0.18091 -1.19840  N5 1.016
10 H -0.95521 1.46595 -0.38131  N5 1.013
11 C 0.99150 -0.04799 -1.53171  N12 1.325, H13 1.090, H14 1.097
12 N 1.69861 0.18027 -0.43506  C11 1.325, H15 1.019
13 H 0.60057 -1.05147 -1.69691  C11 1.090
14 H 1.37075 0.29301 -2.50315  C11 1.097
15 H 2.26853 1.02375 -0.47441  N12 1.019

2 unconnected molecules or ions with the total composition C3H9N3 at a distorted geometry, computed with ωB97M-V/def2-TZVPD.

Summary:
Lowest unoccupied orbital energy ... 0.0299 Eh
Max |F| ... 5.27 eV/Å
Gap between HOMO and LUMO ... 0.335 Ha
Relative energy (zero: lowest compared OMol25 entry of this formula, charge and spin) ... 52.9 kcal/mol

Bonds (Å) are listed after each position.
Cartesian coordinates (Å):
1 H -4.15856 -0.20388 0.17530  N2 1.003
2 N -3.35482 -0.44736 0.72335  H1 1.003, C3 1.273
3 C -2.29301 -0.84615 0.14535  N2 1.273, N4 1.311, H5 1.102
4 N -1.14173 -0.97215 0.75923  C3 1.311, H6 1.075, H7 1.002
5 H -2.28880 -0.56307 -0.91992  C3 1.102
6 H -1.31295 -0.95446 1.82072  N4 1.075
7 H -0.26409 -1.07496 0.28602  N4 1.002
8 C 2.84147 1.78127 -0.29938  C9 1.345, H11 1.121, H12 1.040
9 C 1.87790 0.97459 -0.77918  C8 1.345, N10 1.361, H13 1.092
10 N 1.94370 -0.36424 -0.54492  C9 1.361, H14 0.970, H15 0.970
11 H 2.88182 2.81812 -0.72316  C8 1.121
12 H 3.55836 1.39942 0.34935  C8 1.040
13 H 1.00116 1.37473 -1.29286  C9 1.092
14 H 1.21908 -1.00488 -0.61156  N10 0.970
15 H 2.67576 -0.76305 -0.04829  N10 0.970

2 unconnected molecules or ions with the total composition C3H9N3 at a distorted geometry, computed with ωB97M-V/def2-TZVPD.

Summary:
Lowest unoccupied orbital energy (spin up / spin down) ... 0.0126 / 0.0133 Eh
Max |F| ... 1.49 eV/Å
Gap between HOMO and LUMO (spin up / spin down) ... 0.297 / 0.293 Ha
Relative energy (zero: lowest compared OMol25 entry of this formula, charge and spin) ... 99.8 kcal/mol

Bonds (Å) are listed after each position.
Cartesian coordinates (Å):
1 C -1.33613 0.26093 -0.68115  C2 1.523, H9 1.109, H11 1.088, H12 1.086
2 C -1.25775 1.28410 0.44474  C1 1.523, H13 1.087, H14 1.090, H15 1.085
3 N 1.49036 -1.68602 0.05656  C4 1.298, N5 1.320, H7 1.025
4 C 1.70411 -0.45677 -0.30005  N3 1.298, N6 1.232
5 N 0.52775 -2.14598 0.83441  N3 1.320, H8 1.022
6 N 2.37479 0.54527 -0.04887  C4 1.232, H10 1.018
7 H 1.84172 -2.40063 -0.58943  N3 1.025
8 H 0.28450 -1.43653 1.52886  N5 1.022
9 H -1.20952 -0.76110 -0.26950  C1 1.109
10 H 2.16901 1.40476 -0.55397  N6 1.018
11 H -0.56458 0.44062 -1.42756  C1 1.088
12 H -2.29560 0.32288 -1.18592  C1 1.086
13 H -1.31762 2.29470 0.04957  C2 1.087
14 H -2.08200 1.14671 1.14453  C2 1.090
15 H -0.32905 1.18705 0.99778  C2 1.085

2 unconnected molecules or ions with the total composition C3H9N3 at a distorted geometry, computed with ωB97M-V/def2-TZVPD.

Summary:
Lowest unoccupied orbital energy ... 0.0316 Eh
Max |F| ... 2.03 eV/Å
Gap between HOMO and LUMO ... 0.358 Ha
Relative energy (zero: lowest compared OMol25 entry of this formula, charge and spin) ... 56.8 kcal/mol

Bonds (Å) are listed after each position.
Cartesian coordinates (Å):
1 H -0.47826 -0.44921 3.41549  N2 1.018
2 N -1.47386 -0.24599 3.35097  H1 1.018, C3 1.278
3 C -1.73909 0.76045 2.60896  N2 1.278, N4 1.362, H5 1.090
4 N -1.14840 1.02340 1.41033  C3 1.362, H6 1.008, H7 1.007
5 H -2.41844 1.52718 2.98103  C3 1.090
6 H -1.05347 1.96322 1.05924  N4 1.008
7 H -0.43431 0.38978 1.08912  N4 1.007
8 C -0.05686 -0.56234 -1.38418  N9 1.264, H11 1.083, H12 1.101
9 N 0.96596 0.12977 -1.65498  C8 1.264, C10 1.451
10 C 1.96503 -0.51987 -2.48327  N9 1.451, H13 1.089, H14 1.106, H15 1.085
11 H -0.95071 -0.14360 -0.93954  C8 1.083
12 H 0.12365 -1.64822 -1.34854  C8 1.101
13 H 1.60659 -0.70493 -3.49481  C10 1.089
14 H 2.18403 -1.53553 -2.10491  C10 1.106
15 H 2.90814 0.01590 -2.50490  C10 1.085

A single C3H9N3 molecule at a distorted geometry, computed with ωB97M-V/def2-TZVPD.

Summary:
Lowest unoccupied orbital energy ... 0.0412 Eh
Max |F| ... 4.50 eV/Å
Gap between HOMO and LUMO ... 0.336 Ha
Relative energy (zero: lowest compared OMol25 entry of this formula, charge and spin) ... 86.9 kcal/mol

Bonds (Å) are listed after each position.
Cartesian coordinates (Å):
1 C -1.75376 0.53651 -0.38059  N2 1.433, H7 1.125, H8 1.091, H9 1.070
2 N -0.72744 0.32803 0.59741  C1 1.433, C3 1.448, N6 1.719
3 C -0.10999 -0.97834 0.50938  N2 1.448, C4 1.603, H10 1.126, H11 1.096
4 C 1.17301 -0.80106 -0.43461  C3 1.603, N5 1.488, H12 1.032, H13 1.119
5 N 1.64755 0.55302 -0.04215  C4 1.488, N6 1.374, H14 0.998
6 N 0.53388 1.35376 0.04032  N2 1.719, N5 1.374, H15 0.963
7 H -1.32188 0.20146 -1.36343  C1 1.125
8 H -2.62068 -0.06415 -0.10318  C1 1.091
9 H -2.01308 1.57059 -0.29292  C1 1.070
10 H -0.80017 -1.82172 0.22451  C3 1.126
11 H 0.39039 -1.27886 1.43655  C3 1.096
12 H 1.77213 -1.62547 -0.26998  C4 1.032
13 H 0.97753 -0.60301 -1.51850  C4 1.119
14 H 2.20911 0.74536 0.76006  N5 0.998
15 H 0.64340 1.88387 0.83713  N6 0.963

A single C3H9N3O molecule at a distorted geometry, computed with ωB97M-V/def2-TZVPD.

Summary:
Lowest unoccupied orbital energy ... 0.0287 Eh
Max |F| ... 4.27 eV/Å
Gap between HOMO and LUMO ... 0.375 Ha
Relative energy (zero: lowest compared OMol25 entry of this formula, charge and spin) ... 28.2 kcal/mol

Bonds (Å) are listed after each position.
Cartesian coordinates (Å):
1 N -1.60069 0.13211 -1.42011  C2 1.476, H8 1.010, H9 1.013
2 C -1.36369 1.14611 -0.37439  N1 1.476, C3 1.530, H10 1.087, H11 1.082
3 C -0.43823 0.70906 0.76334  C2 1.530, N4 1.444, H12 1.106, H13 1.106
4 N 0.92152 0.62110 0.28662  C3 1.444, C5 1.382, H14 1.013
5 C 1.67677 -0.52676 0.13683  N4 1.382, N6 1.464, O7 1.216
6 N 1.44570 -1.61327 1.09070  C5 1.464, H15 1.005, H16 1.016
7 O 2.24315 -0.76922 -0.91171  C5 1.216
8 H -0.79833 -0.08179 -1.99429  N1 1.010
9 H -1.91026 -0.73087 -0.99017  N1 1.013
10 H -0.86621 1.98748 -0.84950  C2 1.087
11 H -2.35809 1.24546 0.04154  C2 1.082
12 H -0.72363 -0.26693 1.19938  C3 1.106
13 H -0.47966 1.37970 1.64243  C3 1.106
14 H 1.03774 1.02067 -0.63742  N4 1.013
15 H 0.80450 -2.33643 0.81542  N6 1.005
16 H 2.40942 -1.91641 1.20133  N6 1.016